# 1
Formula: C5H8O
Source: the OMol25 dataset
Level of theory: ωB97M-V/def2-TZVPD

```
14
Properties=species:S:1:pos:R:3:forces:R:3:nbo_charge:R:1
O -2.188 -0.332 -0.065 0.116 -0.084 0.022 -0.66
C -1.599 0.593 0.668 0.168 0.207 0.114 0.21
C -0.244 0.469 0.877 -0.414 0.059 0.196 -0.39
C 0.995 0.626 -0.455 0.306 0.201 -0.342 -0.24
C 0.832 -0.703 -1.061 -0.010 0.014 -0.086 -0.47
C 0.265 -0.922 0.340 0.134 -0.234 0.217 -0.41
H -2.246 1.351 1.103 0.125 -0.101 -0.021 0.18
H 0.206 1.033 1.692 -0.082 -0.090 -0.130 0.22
H 0.586 1.506 -0.945 0.037 -0.150 0.103 0.23
H 1.953 0.813 0.023 -0.189 -0.053 -0.056 0.22
H 0.118 -0.771 -1.886 0.113 0.022 0.134 0.21
H 1.745 -1.259 -1.268 -0.141 0.089 0.062 0.23
H -1.434 -1.057 -0.037 -0.089 0.031 -0.108 0.47
H 1.011 -1.348 1.016 -0.074 0.091 -0.106 0.20
```
Positions in Å, forces in eV/Å.

Values from the calculation:
**E_HOMO (spin up / spin down)**: -7.0 / -7.0 eV
**LUMO (spin up / spin down)**: 0.5 / 0.5 eV
**Energy above the lowest of the compared OMol25 structures with the same formula, charge and spin**: 113.5 kcal per mole
**DFT total energy**: -270.37705 Ha
**Orbital gap (spin up / spin down)**: 7.506 / 7.505 eV

=====

# 2
Formula: C2H8N3S
Source: the OMol25 dataset
Level of theory: ωB97M-V/def2-TZVPD

```
14
Properties=species:S:1:pos:R:3:forces:R:3:nbo_charge:R:1
C -1.196 -0.331 -0.730 0.867 0.117 0.620 0.29
C 0.999 0.834 -0.128 -1.187 -1.784 -0.062 -0.43
N -2.150 0.157 0.022 1.240 0.610 1.103 -0.76
N 2.389 -0.023 2.081 -2.347 -2.224 -1.010 -0.98
N -1.336 -0.856 -1.950 4.606 0.161 3.561 -0.78
S 2.116 -0.290 0.328 1.310 0.704 2.499 0.72
H 0.661 0.761 -1.153 0.757 0.515 -0.191 0.27
H 0.533 1.558 0.515 0.199 0.274 0.250 0.26
H -1.919 0.559 0.950 -0.203 -0.580 -1.235 0.41
H -3.054 0.346 -0.288 -2.032 0.115 -0.577 0.39
H 3.189 0.455 2.411 1.191 0.737 -0.529 0.41
H 2.290 -0.911 2.651 -0.017 1.303 -1.374 0.41
H -0.464 -1.357 -2.156 -0.993 0.304 -0.739 0.41
H -2.055 -0.902 -2.552 -3.390 -0.252 -2.316 0.40
```
Positions in Å, forces in eV/Å.

Values from the calculation:
**Charge**: +1
**E_HOMO (spin up / spin down)**: -12.7 / -12.7 eV
**LUMO (spin up / spin down)**: -5.1 / -5.1 eV
**Energy above the lowest of the compared OMol25 structures with the same formula, charge and spin**: 68.9 kcal per mole
**DFT total energy**: -643.09181 Ha
**Orbital gap (spin up / spin down)**: 7.569 / 7.571 eV

=====

# 3
Formula: C16H48O8S2
Source: the OMol25 dataset
Level of theory: ωB97M-V/def2-TZVPD

```
74
Properties=species:S:1:pos:R:3:forces:R:3:mulliken_charge:R:1
C 2.900 -0.841 3.180 2.478 -3.962 3.495 -1.27
C 1.987 -1.014 2.038 6.052 3.239 -2.909 0.12
O 2.351 -1.906 1.085 5.573 -2.672 5.093 -0.58
H 2.724 -0.030 3.932 0.141 -0.348 -1.304 0.28
H 3.964 -0.942 2.789 -1.201 0.874 0.554 0.32
H 2.954 -1.867 3.988 -0.592 2.590 -2.374 0.27
H 2.042 -0.067 1.485 0.078 1.021 0.288 -0.12
H 1.071 -1.050 2.201 -8.416 -0.925 2.507 0.54
H 1.862 -1.924 0.353 -3.519 0.294 -4.422 0.53
C -0.280 3.481 0.736 1.132 0.713 -2.719 -0.64
C -1.770 3.860 0.841 2.094 -1.187 -1.416 -0.29
O -2.410 3.771 -0.453 6.154 -1.969 -0.271 -0.48
H 0.345 3.984 1.466 -0.272 -0.869 1.228 0.49
H 0.247 4.070 -0.101 -1.372 -0.853 0.264 0.40
H -0.039 2.425 0.501 -0.105 0.597 0.749 -0.37
H -1.570 4.887 1.136 -1.657 0.222 0.731 0.30
H -2.234 3.062 1.427 -0.254 1.058 0.921 0.22
H -3.212 4.101 -0.348 -5.803 2.295 0.557 0.25
C 3.705 2.464 1.319 -1.513 -0.658 -0.784 -1.13
C 3.063 3.175 0.080 -0.859 -1.008 0.539 0.31
O 4.016 3.361 -0.913 0.952 3.996 -1.636 -0.57
H 2.918 2.389 2.070 0.185 0.196 0.375 0.24
H 4.547 3.003 1.647 0.760 1.202 0.652 0.40
H 4.119 1.438 1.251 -0.630 0.372 -0.927 0.28
H 2.594 4.179 0.364 0.501 -1.440 0.005 0.25
H 2.304 2.551 -0.468 -0.021 0.340 1.299 -0.10
H 3.908 4.354 -1.189 0.712 -3.028 0.452 0.34
C -1.331 1.055 3.549 -0.103 0.272 0.110 -0.56
C -1.975 -0.142 4.185 -4.174 2.905 0.563 -0.59
O -3.155 -0.597 3.464 -0.875 -0.860 2.117 -0.50
H -0.369 1.285 4.086 -0.883 -0.017 -0.871 0.28
H -2.069 1.823 3.697 0.042 0.994 0.251 0.46
H -1.261 1.019 2.430 0.452 -0.539 1.017 -0.23
H -2.280 -0.063 5.274 0.572 0.800 -1.007 0.36
H -1.456 -0.943 4.139 4.631 -5.107 -0.037 0.49
H -3.502 -1.319 4.129 0.418 1.580 -2.477 0.39
C 2.292 -3.302 -3.748 1.827 0.678 2.226 -0.55
C 1.898 -4.444 -4.517 -1.803 -2.163 -1.607 -0.24
O 2.503 -4.695 -5.809 0.408 -0.390 1.783 -0.51
H 3.108 -3.577 -3.029 -0.848 0.566 -0.310 0.21
H 1.391 -2.997 -3.267 -0.151 0.551 1.110 -0.05
H 2.655 -2.502 -4.298 0.611 1.719 -1.322 0.38
H 0.753 -4.282 -4.654 1.650 -1.325 0.039 0.21
H 2.228 -5.268 -3.867 -1.109 -0.540 -0.701 0.23
H 2.027 -4.142 -6.391 -0.550 0.884 -1.263 0.29
C 0.680 2.582 -4.717 0.667 -1.429 0.044 -0.76
C 0.651 4.051 -4.302 -0.661 0.186 -1.055 -0.04
O 0.090 4.918 -5.254 3.441 -0.530 -3.563 -0.56
H 0.557 1.875 -3.836 1.226 0.939 -0.921 -0.08
H 1.335 2.279 -5.527 1.951 0.030 0.818 0.43
H -0.075 2.147 -5.334 -2.409 1.067 -0.130 0.37
H 1.598 4.633 -4.075 -0.861 -1.772 0.815 0.22
H -0.202 3.994 -3.681 0.225 0.306 2.753 0.17
H -0.710 5.228 -4.994 -3.567 1.247 1.227 0.28
C -0.125 0.195 -1.696 -3.038 3.478 -2.012 -0.47
S -0.389 -1.445 -1.510 3.132 -4.850 0.594 0.20
O 0.920 -2.095 -0.883 -3.181 1.527 -2.224 -0.72
C -1.524 -1.520 -0.229 -0.438 -4.731 -1.871 -0.81
H 0.714 0.221 -2.299 1.892 0.244 -1.321 0.37
H -0.016 0.902 -0.931 0.424 0.298 1.908 -0.03
H -0.980 0.725 -2.326 1.420 -1.510 0.961 0.48
H -1.248 -0.939 0.468 2.446 4.338 5.349 -0.05
H -1.644 -2.506 0.249 0.119 0.144 -0.873 0.31
H -2.388 -1.123 -0.553 -3.488 0.975 -1.322 0.66
C -3.303 -5.152 3.070 -0.771 -1.233 1.268 -0.77
S -4.782 -4.198 3.454 1.721 2.079 -0.091 0.40
O -4.140 -3.065 4.244 -1.091 -1.088 0.093 -0.66
C -4.885 -3.564 1.772 3.142 3.881 0.760 -0.88
H -3.449 -5.978 2.392 -0.265 -0.312 -0.206 0.38
H -2.880 -5.505 4.023 -0.205 0.151 -0.370 0.32
H -2.703 -4.420 2.636 1.358 1.057 -0.622 0.17
H -5.577 -2.816 1.569 -2.159 1.081 0.622 0.44
H -5.095 -4.322 1.178 -0.851 -3.701 -2.910 0.50
H -3.994 -2.922 1.301 -0.891 -1.968 1.712 0.05
```
Positions in Å, forces in eV/Å.

Values from the calculation:
**E_HOMO**: -8.8 eV
**LUMO**: 0.1 eV
**Energy above the lowest of the compared OMol25 structures with the same formula, charge and spin**: 8.2 kcal per mole
**DFT total energy**: -2036.22025 Ha
**Orbital gap**: 8.980 eV

=====

# 4
Formula: C4H5NO2
Source: the OMol25 dataset
Level of theory: ωB97M-V/def2-TZVPD

```
12
Properties=species:S:1:pos:R:3:forces:R:3:nbo_charge:R:1
C 0.065 -1.623 -0.021 0.131 0.300 -0.004 -0.49
C 1.098 -0.824 0.041 0.181 -1.248 -0.034 0.08
C 2.255 -0.244 0.104 -0.036 0.684 0.169 -0.49
O -1.578 0.706 -0.054 0.232 -1.571 0.157 -0.26
O -2.824 1.407 -0.209 0.125 1.289 -0.152 -0.39
C -0.538 1.477 -0.010 -1.552 0.819 -0.173 0.53
N 0.278 2.288 0.005 0.499 0.054 0.057 -0.38
H -3.473 0.701 -0.070 0.417 -0.314 0.099 0.48
H -0.351 -1.938 -0.965 -0.019 0.052 -0.184 0.22
H -0.429 -1.981 0.868 -0.024 0.035 0.185 0.22
H 3.178 -0.801 0.150 0.009 -0.227 -0.052 0.23
H 2.319 0.832 0.161 0.037 0.128 -0.067 0.24
```
Positions in Å, forces in eV/Å.

Values from the calculation:
**E_HOMO**: -10.0 eV
**LUMO**: 0.0 eV
**Energy above the lowest of the compared OMol25 structures with the same formula, charge and spin**: 149.6 kcal per mole
**Structure (SMILES)**: C=C=C.N#COO
**DFT total energy**: -360.43095 Ha
**Orbital gap**: 10.012 eV

=====

> What is the formula in the fourth record?

C4H5NO2

=====

> The lowest energy above the lowest of the compared OMol25 structures with the same formula, charge and spin belongs to which entry?

C16H48O8S2

=====

> What is the formula in the second record?

C2H8N3S